# 1
This record from the Open Molecules 2025 dataset describes a structure of composition C37H52BN4O2P2RuS2. The level of theory is the ωB97M-V functional and the def2-TZVPD basis.

CARTESIAN COORDINATES (ANGSTROEM)
1 Ru -0.48959 0.60886 -0.27746
2 C -1.06958 -5.04789 -1.93506
3 C 0.05051 -4.45862 -1.06821
4 C 1.10470 -3.84242 -2.00388
5 C 0.72686 -5.57209 -0.25489
6 P -0.63276 -3.12939 0.01416
7 C 0.68715 -2.75316 1.21119
8 N 0.63866 -1.50120 1.89906
9 B 0.14881 -0.17201 1.48636
10 N 0.41656 0.63239 2.67194
11 C 0.23320 2.06355 2.62362
12 P 0.27306 2.45437 0.80334
13 C -0.69962 4.08600 0.78448
14 C -0.32707 5.08322 1.89929
15 C -2.18223 3.76133 1.01027
16 C -0.55508 4.77672 -0.57338
17 C 2.09721 2.85994 0.49831
18 C 2.91332 1.80762 1.26626
19 C 2.36334 2.72098 -1.00285
20 C 2.62483 4.22069 0.96431
21 C 1.05089 -0.09474 3.64875
22 C 1.53950 0.26506 4.89141
23 C 2.17821 -0.70871 5.66015
24 C 2.32090 -2.00662 5.19781
25 C 1.83139 -2.37882 3.94239
26 C 1.19773 -1.41998 3.17456
27 C -2.10649 -3.58632 1.01667
28 C -3.38288 -3.45597 0.17413
29 C -2.19246 -2.56949 2.17126
30 C -2.01237 -4.99366 1.61628
31 H -0.61622 -5.70543 -2.67961
32 H -1.62143 -4.26916 -2.46564
33 H -1.76998 -5.64311 -1.35043
34 H 1.52272 -4.65626 -2.59996
35 H 1.92116 -3.36040 -1.46567
36 H 0.67254 -3.11783 -2.69314
37 H 1.21323 -6.24914 -0.96040
38 H 0.02171 -6.15794 0.32797
39 H 1.50404 -5.19278 0.41149
40 H 1.65659 -2.94678 0.73623
41 H 0.53981 -3.57093 1.93558
42 H 0.98998 2.59731 3.20293
43 H -0.74788 2.35817 3.01060
44 H -0.30174 4.60851 2.88210
45 H -1.11139 5.84461 1.93627
46 H 0.61242 5.60296 1.74246
47 H -2.38384 3.52598 2.05761
48 H -2.53471 2.92478 0.41421
49 H -2.77282 4.64571 0.75647
50 H 0.46000 5.12356 -0.75936
51 H -1.20743 5.65433 -0.59458
52 H -0.85259 4.11774 -1.39088
53 H 2.51240 0.80276 1.14925
54 H 2.94121 2.02841 2.33483
55 H 3.94309 1.81665 0.89831
56 H 2.01077 1.75998 -1.37983
57 H 3.43854 2.79623 -1.19172
58 H 1.86782 3.50446 -1.57563
59 H 2.42400 4.40713 2.02023
60 H 2.23397 5.04984 0.37731
61 H 3.71146 4.21996 0.83606
62 H 1.42104 1.27512 5.26337
63 H 2.56855 -0.44144 6.63396
64 H 2.82474 -2.74279 5.81087
65 H 1.96293 -3.39316 3.58520
66 H -3.53292 -2.42676 -0.15046
67 H -4.22449 -3.74805 0.80620
68 H -3.38256 -4.10188 -0.70102
69 H -2.16459 -1.54112 1.81306
70 H -1.39517 -2.70620 2.90347
71 H -3.14848 -2.72638 2.67502
72 H -2.13906 -5.77395 0.86685
73 H -2.82480 -5.09795 2.33838
74 H -1.07882 -5.16859 2.15473
75 O -1.71259 -1.27942 -2.95546
76 C -0.87441 -1.21625 -2.10431
77 O -1.19731 -1.97417 -0.84316
78 C 0.43962 -0.64576 -2.05801
79 C 0.99558 -0.09645 -3.26140
80 C 2.33805 0.09006 -3.31400
81 C 3.13017 -0.20056 -2.16033
82 C 2.51256 -0.58270 -1.01314
83 N 1.16727 -0.80709 -0.91117
84 H 0.34275 0.09040 -4.10224
85 H 2.80825 0.44986 -4.21973
86 H 4.20642 -0.09869 -2.18608
87 H 3.07476 -0.77846 -0.10594
88 S -2.93287 0.47387 0.11374
89 C -2.91922 1.24154 -1.41401
90 N -1.74286 1.60935 -1.86532
91 C -1.82830 2.23072 -3.09391
92 C -0.75905 2.75736 -3.81694
93 C -1.01481 3.36421 -5.03198
94 C -2.31706 3.45318 -5.52814
95 C -3.38696 2.94625 -4.81197
96 C -3.13730 2.33817 -3.58947
97 S -4.25963 1.63605 -2.45915
98 H 0.24213 2.68719 -3.41028
99 H -0.19608 3.77897 -5.60657
100 H -2.49528 3.92902 -6.48395
101 H -4.39432 3.02747 -5.20005

Values from the calculation:
Energy above the lowest of the compared OMol25 structures with the same formula, charge and spin   43.18 kcal/mol
2S+1   2
E_LUMO (alpha / beta)   0.4 / 0.3 eV
Expectation value of S²   0.8022
Net charge   0
E   -92778.56570 eV
Kohn-Sham gap (alpha / beta)   6.39 / 6.88 eV
E_HOMO (alpha / beta)   -5.98 / -6.62 eV


# 2
This record from the Open Molecules 2025 dataset describes a cluster of 11 separate species, C37H52O33 in total. The level of theory is the ωB97M-V functional and the def2-TZVPD basis.

CARTESIAN COORDINATES (ANGSTROEM)
1 C -1.31297 0.98563 1.03037
2 C 0.00056 0.14942 1.30793
3 C 0.91914 -0.00751 0.10018
4 O 2.13345 0.24184 0.69560
5 C 2.01796 0.81534 1.91226
6 O 2.92798 1.17541 2.61004
7 O 0.75328 0.91044 2.22744
8 H -1.14608 1.87782 0.42684
9 H -1.86403 1.13441 1.95897
10 H -2.09272 0.52273 0.42554
11 H -0.21458 -0.80531 1.78784
12 H 0.64051 0.82032 -0.55188
13 H 0.77403 -0.96220 -0.40539
14 C 0.43291 -8.53885 -5.10301
15 C -0.71681 -7.61677 -4.76997
16 C -1.90360 -8.14749 -4.04047
17 O -2.09129 -7.38062 -2.89017
18 C -1.05648 -6.57361 -2.74592
19 O -0.75670 -5.82197 -1.86746
20 O -0.21524 -6.76302 -3.75420
21 H 0.74511 -9.03441 -4.18374
22 H 1.35184 -8.14337 -5.53577
23 H 0.15387 -9.31384 -5.81689
24 H -1.09593 -6.97416 -5.56459
25 H -1.85558 -9.21108 -3.80688
26 H -2.74715 -8.16739 -4.73049
27 C 5.75521 -5.14268 -2.17474
28 C 5.51311 -3.68457 -1.86954
29 C 6.78358 -2.90076 -1.79580
30 O 6.66704 -2.06013 -2.99959
31 C 5.49902 -2.06454 -3.47589
32 O 5.05046 -1.25591 -4.28650
33 O 4.75379 -3.09387 -2.95477
34 H 6.68533 -5.43997 -1.69041
35 H 6.05610 -5.43352 -3.18121
36 H 5.01863 -5.86574 -1.82440
37 H 4.95388 -3.66995 -0.93404
38 H 7.63792 -3.57689 -1.82818
39 H 6.87487 -2.17824 -0.98479
40 C 10.59366 5.00460 5.09482
41 C 9.56153 4.52721 6.08383
42 C 9.27926 3.01634 6.09302
43 O 9.28592 2.68795 7.43392
44 C 9.71993 3.69536 8.22311
45 O 9.84452 3.64845 9.41770
46 O 10.07742 4.70331 7.41760
47 H 10.21874 4.77816 4.09669
48 H 11.48112 4.38908 5.24195
49 H 10.77621 6.07459 5.19427
50 H 8.66920 5.13408 5.93041
51 H 10.12886 2.52061 5.62342
52 H 8.31717 2.77577 5.64068
53 O 0.10915 5.88410 -3.05599
54 C -0.16009 6.53815 -4.02979
55 O -1.31163 6.55727 -4.66526
56 C -1.18469 7.37600 -5.85242
57 C 0.20388 7.92256 -5.70770
58 O 0.63846 7.42212 -4.51772
59 H -1.44631 6.70588 -6.67132
60 H -1.92803 8.17215 -5.81149
61 H 0.16975 9.01119 -5.75047
62 H 0.77360 7.44242 -6.50330
63 O 1.73820 1.14274 11.58256
64 C 1.73557 1.52818 10.41971
65 O 2.84060 1.57877 9.68280
66 C 2.42673 1.62806 8.28611
67 C 1.16988 2.36253 8.30911
68 O 0.80516 2.22800 9.69926
69 H 3.14496 2.24530 7.74642
70 H 2.42096 0.67413 7.75879
71 H 0.41143 1.96455 7.63497
72 H 1.36248 3.42716 8.17652
73 O -5.65992 3.44379 -3.83060
74 C -6.22450 3.25273 -4.87687
75 O -5.63942 2.99760 -6.08867
76 C -6.53558 3.14351 -7.11174
77 C -7.84715 2.98432 -6.39191
78 O -7.58380 3.26173 -5.08373
79 H -6.41312 4.07450 -7.66525
80 H -6.35510 2.26047 -7.72473
81 H -8.31072 2.00889 -6.53935
82 H -8.59721 3.75254 -6.57995
83 O -0.03548 -4.28731 6.63353
84 C -0.51264 -5.30926 6.08304
85 O -1.09208 -6.41703 6.68016
86 C -1.29302 -7.37052 5.66287
87 C -1.43571 -6.51906 4.44743
88 O -0.72961 -5.34510 4.71227
89 H -0.40699 -7.98466 5.50199
90 H -2.16007 -7.99293 5.88410
91 H -2.45653 -6.26110 4.16548
92 H -0.95526 -7.06112 3.63291
93 O -2.58257 -2.30332 -5.66084
94 C -1.83220 -1.41601 -5.94385
95 O -1.29502 -1.23558 -7.17096
96 C -0.38274 -0.20262 -7.11490
97 C -0.62228 0.52454 -5.83981
98 O -1.40308 -0.39662 -5.13188
99 H 0.63964 -0.52934 -7.30488
100 H -0.70032 0.33024 -8.01117
101 H -1.14045 1.48346 -5.83253
102 H 0.28569 0.73759 -5.27562
103 O -2.93396 6.22720 7.44986
104 C -3.58215 6.26222 6.44161
105 O -4.33050 7.37121 5.93098
106 C -4.54943 7.10459 4.52019
107 C -4.42807 5.58464 4.44781
108 O -3.57174 5.25165 5.54430
109 H -5.56108 7.46546 4.33466
110 H -3.74545 7.50148 3.90035
111 H -3.98844 5.24224 3.51101
112 H -5.37509 5.13727 4.74966
113 O -10.78838 -3.25456 -3.20950
114 C -9.58508 -3.13956 -2.94606
115 O -8.87709 -1.99287 -2.84574
116 C -7.52583 -2.27509 -2.60499
117 C -7.54047 -3.76588 -2.23567
118 O -8.82490 -4.14551 -2.74054
119 H -7.13626 -2.09512 -3.60696
120 H -7.12361 -1.59447 -1.85461
121 H -7.42105 -3.83416 -1.15438
122 H -6.73778 -4.24676 -2.79471

Values from the calculation:
Energy above the lowest of the compared OMol25 structures with the same formula, charge and spin   147.68 kcal/mol
E_LUMO   0.0 eV
Net charge   0
E   -106775.72012 eV
Kohn-Sham gap   10.28 eV
E_HOMO   -10.31 eV